# 1
A structure of composition C24H44Cl2N4PtSb2, computed with ωB97M-V/def2-TZVPD.

Geometry as XYZ:
```
77
C24H44Cl2N4PtSb2, DFT ωB97M-V/def2-TZVPD
H -3.60856 0.88181 2.34113
C -2.56357 4.14770 -1.55057
H -3.87548 -2.47178 1.25753
C 0.28750 -0.47964 -4.30245
H 3.38064 -0.70104 3.15821
H -0.56654 -4.38859 -1.99297
Cl 2.05494 1.64646 -0.28541
N -0.79592 0.66529 -2.80345
C -2.59328 -4.27361 3.09746
H -5.46816 3.16033 -1.07734
H -0.52328 1.48708 4.10194
C -0.48375 0.40739 4.23749
H -2.08174 3.27815 -2.00140
H -3.17265 -4.84656 2.38278
H 1.24273 -2.95731 -3.36623
H -1.51504 4.11009 0.34375
C -0.56858 -3.08142 3.63975
C -2.57465 1.74504 0.65844
H -0.87509 2.50564 -4.99159
H -4.81246 2.52302 1.85082
C -1.10174 -2.85840 4.91290
H 1.33345 -3.08800 2.58332
H 2.60141 0.19011 4.48612
H -4.15641 -2.17035 -0.47844
Cl 3.30119 -1.04625 -0.03973
C -0.58762 0.57116 -4.13147
C 2.67082 0.08407 3.40481
H -1.49046 -0.00399 4.20254
C -3.10008 -4.05004 4.36185
H -1.34022 -5.05853 0.97722
C 0.78737 -2.53713 3.34736
H 0.21815 -4.25037 1.23878
C -3.26596 0.60139 1.34580
H -4.12620 0.26253 0.77028
H -0.93778 1.16272 -6.13142
C 0.56221 -0.97855 -3.01851
H -5.47905 1.53759 -0.38393
H -2.30188 1.46968 -5.04878
H -4.80331 4.11519 1.12810
H 3.76876 0.66061 -1.56764
C -2.54369 4.08144 -0.02418
H -1.60394 -3.18305 -2.78750
C -0.86042 -4.14935 1.33850
H -2.55903 -0.21569 1.44151
C -4.62899 3.06110 0.92240
H 3.00094 1.03017 2.97990
H -0.03412 0.18764 5.20380
C -2.34484 -3.33394 5.28072
H -2.02641 5.03740 -1.87720
H 2.48088 -1.88731 -2.73615
N -0.10782 -0.26529 -2.11308
N -3.21720 2.91105 0.54077
H 4.31090 1.07031 0.08857
H -0.91415 2.34962 -0.21523
C -1.21446 1.47807 -5.12935
H 1.21663 -2.48670 -1.65541
H -1.41416 1.29205 -2.31602
C 1.42308 -2.14202 -2.66697
H -4.07149 -4.43896 4.63514
H -3.03934 4.96612 0.36961
H -2.33890 -4.51302 -1.86486
C -1.49526 -3.82812 -1.91779
H 0.67543 -0.84813 -5.23664
Pt -0.07086 -0.31205 0.17542
H -3.91034 -3.82530 0.10442
C -3.62486 -2.78421 0.24681
H -2.72134 -3.15786 6.27912
Sb 0.72206 -0.45429 2.69955
H -0.50344 -2.31699 5.63687
H 1.39189 -2.49951 4.25317
H -3.58180 4.21342 -1.92810
C 3.51666 0.64497 -0.51373
Sb -1.51734 -2.65773 -0.12047
C -5.60405 2.59589 -0.15636
H -6.62614 2.75109 0.18655
C -1.32821 -3.81397 2.71200
N -1.35786 1.54645 0.21267
```

The spin multiplicity is 3. Its LUMO energy (alpha / beta) is -4.601 / -7.252 eV. As for the HOMO-LUMO gap (alpha / beta): 0.301 / 0.222 hartree. Its net charge is +2. The calculation puts the HOMO energy (alpha / beta) at -12.78 / -13.30 eV. Its energy relative to the best compared isomer or geometry (same formula, charge and spin) is 3.1 kcal/mol. The total energy is -2679.5783 hartree.


# 2
An isolated molecule of C2H6INO2S at a distorted geometry, computed with ωB97M-V/def2-TZVPD.

Geometry as XYZ:
```
13
C2H6INO2S, DFT ωB97M-V/def2-TZVPD
I 2.88349 -0.35025 0.11970
H -1.68067 0.44220 0.30376
H -0.45118 0.07431 1.61841
C 0.00102 -0.62886 -0.48742
H -0.68530 2.48586 1.39402
C -0.54832 0.34488 0.53637
H 0.92505 -1.45512 1.05054
O -0.94148 -1.56814 -0.81154
H 0.27177 -0.14767 -1.49085
N 1.16798 -1.38497 0.06324
H -0.71450 -2.23988 -1.58862
S 0.16844 2.00853 0.28027
O -0.39630 2.41910 -0.98787
```

Its LUMO energy is 0.007 eV. As for the HOMO-LUMO gap: 0.329 hartree. The calculation puts the HOMO energy at -8.95 eV. Its energy relative to the best compared isomer or geometry (same formula, charge and spin) is 25.9 kcal/mol. The total energy is -980.8190 hartree.


# 3
A cluster of 5 separate species, C6H23NO5 in total, computed with ωB97M-V/def2-TZVPD.

Geometry as XYZ:
```
35
C6H23NO5, DFT ωB97M-V/def2-TZVPD
H -2.34424 1.25575 -1.37192
C -1.60471 1.29342 -0.56180
C 0.73016 -0.25865 1.40351
H 2.29593 -0.27988 -3.90879
H 0.76894 0.34929 -0.67087
H -0.01815 -2.67973 -2.28759
C -2.23356 2.06288 0.59464
O 1.88341 -0.17559 -3.02902
H 3.28251 0.61164 1.29678
H 1.51345 -1.00520 1.55143
H 1.27753 -1.91073 -2.61234
H 2.52666 1.68270 0.12818
H -1.69893 -1.32155 -1.61570
H 0.76664 0.65993 3.66585
O -2.02026 -2.33961 1.62618
C 1.22867 1.11778 1.79868
H -0.75523 1.83730 -0.97221
H -2.47909 3.07625 0.26762
H -0.09504 -0.56023 2.06046
C 0.21174 -0.35005 -0.04924
O 1.42071 1.19759 3.22367
H -1.67113 -1.29893 -3.16081
C 2.58075 1.44044 1.19096
H -3.15162 1.58861 0.94782
H -1.71626 -2.73583 0.80435
H 0.44755 -1.34246 -0.42828
O -1.71140 -1.89929 -2.40774
N -1.22541 -0.08436 -0.23918
O 0.94994 -2.78847 -2.28672
H -1.98299 -3.05333 2.27941
H -1.77422 -0.43914 0.53324
H 2.63378 0.02425 -2.43067
H -1.56167 2.14020 1.44945
H 3.02116 2.30209 1.69741
H 0.50439 1.88291 1.51324
```

The spin multiplicity is 2. Its LUMO energy (alpha / beta) is 2.543 / 2.473 eV. As for the HOMO-LUMO gap (alpha / beta): 0.072 / 0.319 hartree. Its net charge is -1. The calculation puts the HOMO energy (alpha / beta) at 0.60 / -6.20 eV. Its energy relative to the best compared isomer or geometry (same formula, charge and spin) is 0.0 kcal/mol. The total energy is -673.3282 hartree.


# 4
A structure of composition C29H49N7O6PPbS, computed with ωB97M-V/def2-TZVPD.

Geometry as XYZ:
```
94
C29H49N7O6PPbS, DFT ωB97M-V/def2-TZVPD
H 2.44542 2.09599 -5.27192
H -4.20651 2.26220 0.29509
H -0.81643 -5.10686 -2.83978
O -0.09752 6.83439 3.21371
H 4.51617 -4.92859 -2.15227
C -2.30958 -0.88879 3.11614
C -3.48705 -0.17279 2.54448
C -0.56128 -4.51330 0.34648
C 3.54689 -5.07032 -1.67166
C 0.50575 4.71231 4.19800
H 4.60117 1.38630 -1.62353
O 1.32154 -2.08419 -0.44045
C -2.40975 -0.46231 -1.62571
H -0.76437 -3.69845 1.05011
C 2.96900 1.41136 -4.60565
H 1.68137 -0.36640 -4.35940
H -1.08798 4.61664 -2.60882
N 2.63109 -0.06126 2.56497
H -3.15982 -2.63863 4.00938
C -0.06857 -2.64362 -2.97245
C -0.28831 3.16790 2.53763
C 1.98548 0.53480 -3.82936
C -2.09373 1.00977 -1.90722
C -3.29211 0.84076 1.60850
N 0.87658 -4.64883 0.07918
H 1.44551 5.65336 2.50533
C -2.86785 1.74375 -2.79530
H -4.96188 -1.28978 3.64628
C -1.68742 5.02344 3.12645
H 4.98079 0.37196 -3.03646
S 2.76772 0.05447 -2.25364
N -1.03495 1.53822 -1.29587
H -2.28626 1.13424 1.34592
C 4.08259 -3.13040 -0.28767
P 1.48738 -3.48722 -0.93392
C -2.51786 3.05712 -3.04924
H -2.14220 5.31344 4.07375
H 0.20145 3.16347 -1.03972
C -5.66412 1.13651 1.40558
H 3.21210 2.87865 -3.02921
Pb 0.11133 -0.02912 0.32653
O -1.19156 -0.74408 2.64428
C -4.37041 1.48943 1.03619
H 0.63927 -5.82725 -2.15210
C -0.68335 2.80164 -1.55012
C -2.51050 -1.80695 4.28914
O 2.01444 0.84746 -1.19087
H -6.51200 1.63476 0.95395
C 3.81151 2.13588 -3.55945
H -6.87491 -0.12486 2.64731
O -3.30310 -0.97318 -2.27509
C 0.98050 5.94809 3.45604
N 0.69725 -3.72694 -2.35825
H -1.87949 6.99710 2.27531
H 1.54540 -4.08042 2.02359
H 1.09538 1.07872 -3.50751
H 1.71072 6.49576 4.04887
C -5.86983 0.14497 2.35255
N -0.59488 4.08233 3.44202
C -4.78488 -0.50733 2.92050
H -2.99048 -1.27960 5.11461
H -3.71176 1.25667 -3.26249
N -0.04396 2.33200 1.77545
O -1.67354 -1.02625 -0.73681
H -3.10213 3.65721 -3.73501
H 4.95730 -2.87599 -0.89103
H -1.14025 -2.76725 -2.79363
H 1.92317 0.58782 2.88648
H -0.70593 5.94629 1.44803
H 0.64544 -5.23897 -3.82686
H 2.67846 -5.07540 1.08533
H -0.93715 -5.44632 0.76704
C -1.11233 6.23969 2.42632
H 3.61556 0.78417 -5.22319
H 2.87322 0.17403 1.60977
H -2.43170 4.51495 2.51525
H 4.41872 -3.76734 0.53791
H 3.66528 -2.21545 0.12459
H 0.10739 4.98472 5.17529
H 0.10773 -2.63403 -4.05125
C 4.24109 1.04147 -2.59173
C 0.27596 -5.04824 -2.81672
C -1.39990 3.59825 -2.42182
H -1.54683 -2.19430 4.60661
H 4.66814 2.64456 -4.00007
H -1.10572 -4.30401 -0.57233
H 0.22565 -1.68614 -2.55320
C 1.62791 -4.90664 1.30711
H 3.65903 -5.83709 -0.89666
N 3.09582 -3.79760 -1.12919
H 2.23211 -0.99198 2.57908
H 1.23642 -5.80772 1.77940
H 1.30921 3.98962 4.32967
H 2.85477 -5.43643 -2.42654
```

Its LUMO energy is -2.007 eV. As for the HOMO-LUMO gap: 0.338 hartree. Its net charge is +1. The calculation puts the HOMO energy at -11.20 eV. Its energy relative to the best compared isomer or geometry (same formula, charge and spin) is 0.0 kcal/mol. The total energy is -2901.4991 hartree.


# 5
A structure of composition C2H4O3P at a distorted geometry, computed with ωB97M-V/def2-TZVPD.

Geometry as XYZ:
```
10
C2H4O3P, DFT ωB97M-V/def2-TZVPD
H 0.82689 -1.87029 0.23636
O 1.73122 -1.54844 0.12372
H 0.13183 1.87888 -0.32283
P 0.13939 0.49850 0.11584
C -2.22695 0.00028 -0.08236
O -2.20232 -1.14836 -0.25522
H 2.48139 0.31788 -0.36234
C 1.54306 -0.27272 -0.62909
H 0.37668 1.13257 1.36987
O -2.80119 1.01171 -0.19395
```

Its LUMO energy is 3.901 eV. As for the HOMO-LUMO gap: 0.225 hartree. Its net charge is -1. The calculation puts the HOMO energy at -2.21 eV. Its energy relative to the best compared isomer or geometry (same formula, charge and spin) is 114.5 kcal/mol. The total energy is -645.6220 hartree.


# 6
A cluster of 2 separate species, C3H7N4 in total at a distorted geometry, computed with ωB97M-V/def2-TZVPD.

Geometry as XYZ:
```
14
C3H7N4, DFT ωB97M-V/def2-TZVPD
N 0.10125 -0.25517 -2.15444
C 0.44190 -0.03058 2.30901
H 0.35834 -0.08166 3.43316
H -2.42526 -0.23374 -0.62520
H 2.04179 -0.22942 -0.31121
C -0.56442 0.33653 -1.09049
N 1.31920 -0.06439 0.33592
H 0.22768 -1.33982 -2.27531
H -0.77924 1.44702 -1.25543
N -0.02593 0.13828 0.21317
H 0.01358 0.05358 -3.11401
C -0.63318 0.14077 1.35504
N 1.62939 -0.14915 1.64687
H -1.70510 0.26775 1.53293
```

Its LUMO energy (alpha / beta) is -5.036 / -4.981 eV. As for the HOMO-LUMO gap (alpha / beta): 0.311 / 0.306 hartree. Its net charge is +1. The calculation puts the HOMO energy (alpha / beta) at -13.50 / -13.32 eV. Its energy relative to the best compared isomer or geometry (same formula, charge and spin) is 129.7 kcal/mol. The total energy is -337.0975 hartree.


# 7
An isolated molecule of C5H6O2 at a distorted geometry, computed with ωB97M-V/def2-TZVPD.

Geometry as XYZ:
```
13
C5H6O2, DFT ωB97M-V/def2-TZVPD
C -0.27811 -0.70150 -0.54645
H -1.72807 0.34791 0.04263
C 1.09451 -0.58525 -1.02241
H 1.03418 1.52049 -1.80088
O -1.63309 -0.42326 2.53620
H 0.07365 0.68248 2.49818
H 1.93962 -0.95019 -0.44907
C -0.74840 0.16340 1.96327
C -0.70844 0.30681 0.46671
C 0.61452 0.80385 -1.07752
H 1.05028 -0.91962 -2.06567
H -0.84823 -1.62337 -0.63198
O 0.13758 1.37825 0.08699
```

Its structure (SMILES) is O=C[C@H]1O[C@H]2C[C@H]21. Its LUMO energy (alpha / beta) is 0.421 / 0.420 eV. As for the HOMO-LUMO gap (alpha / beta): 0.323 / 0.323 hartree. The calculation puts the HOMO energy (alpha / beta) at -8.36 / -8.36 eV. Its energy relative to the best compared isomer or geometry (same formula, charge and spin) is 107.1 kcal/mol. The total energy is -344.4313 hartree.


# 8
A structure of composition C20H42O2P4V at a distorted geometry, computed with ωB97M-V/def2-TZVPD.

Geometry as XYZ:
```
69
C20H42O2P4V, DFT ωB97M-V/def2-TZVPD
P -2.92917 2.12812 1.04750
H 3.13811 -2.53988 3.99422
C -4.20332 3.06098 0.08851
H -5.12184 3.22861 0.66833
P 0.62950 2.42799 -2.42245
H -1.32999 -5.00804 0.05076
C -2.96628 -2.54851 -1.26528
H -0.06628 -2.75688 -3.98683
C 4.02309 -2.07942 3.53212
H 1.35946 -0.77103 -4.38982
H 0.83619 4.78610 -1.95462
H -4.44244 2.44250 -0.78855
H 2.46852 1.59154 -3.79606
H 4.73318 1.35375 2.10944
H -2.79977 -1.52466 -1.63439
H 4.57539 -2.80146 2.91156
C -2.09282 -4.54173 0.68976
C 2.72249 -1.82066 -1.44176
H -2.52107 -3.25440 -1.98651
H 1.37317 -0.34569 3.47372
H 2.69309 0.42052 4.42914
H 0.30667 -4.16877 -1.98228
C -1.95103 3.53300 1.74138
P -2.21346 -2.76631 0.36001
H 4.70273 -1.65337 4.27975
H -2.60946 4.28271 2.20548
V 0.79677 -1.38833 -1.67116
C 2.18191 2.54173 -3.32741
H -0.96354 3.06607 -4.14092
H -1.37256 4.00094 0.93491
C 1.52389 -1.39384 -3.51699
H -1.25118 3.13979 2.49482
C 0.57770 0.92031 -1.30064
H -0.59719 4.07727 -1.16747
C -0.55932 -1.87514 0.19679
H 1.03423 3.80568 -0.47390
O 0.58188 0.94344 -0.05896
H 2.04057 -3.51038 -0.31326
H 2.09158 3.30055 -4.11921
H -4.97250 1.52191 2.29220
O -0.01274 -1.48209 1.23544
H 5.39720 0.34445 3.45667
C -3.93156 1.75300 2.56216
H -3.59906 -2.61929 2.35529
C 0.46108 3.90537 -1.40810
H -0.72191 1.28847 -4.06311
C 0.93079 -3.30267 -2.16075
P 3.52274 -0.73322 2.42123
C 4.99576 0.33716 2.43611
H -3.53349 -1.06765 1.45154
H -3.06032 -5.02676 0.48625
C 2.51558 -1.03883 -2.58763
H 2.99551 2.85875 -2.65400
H -3.91021 2.58805 3.28095
H 3.41592 -1.48989 -0.67278
H -2.13769 -1.59931 2.42359
C 1.92485 -2.95334 -1.23286
H -1.70702 2.10411 -2.80105
H -3.78059 4.01227 -0.25768
H 2.08893 1.18138 2.92124
C -0.82734 2.20695 -3.46005
H 5.72541 -0.11154 1.74292
C 0.73586 -2.51951 -3.29837
H 3.11621 -0.15053 -2.73724
C 2.30820 0.22836 3.42056
H -1.84613 -4.70885 1.74961
H -3.49284 0.86199 3.03763
H -4.04375 -2.75053 -1.18231
C -2.95631 -1.94128 1.77282
```

The spin multiplicity is 2. Its LUMO energy (alpha / beta) is -14.589 / -14.599 eV. As for the HOMO-LUMO gap (alpha / beta): 0.115 / 0.114 hartree. Its net charge is +4. The calculation puts the HOMO energy (alpha / beta) at -17.72 / -17.71 eV. Its energy relative to the best compared isomer or geometry (same formula, charge and spin) is 12.8 kcal/mol. The total energy is -3245.4229 hartree.